## a
The following is a DFT calculation (ωB97M-V/def2-TZVPD) of an isolated molecule of C2H5NS2.

Geometry (Å):
C (0.06, -0.74, 0.22)
C (-0.96, 0.31, 0.07)
H (2.13, -0.46, 0.31)
H (1.60, -0.61, -1.15)
H (0.13, -1.04, 1.25)
H (-0.24, -1.56, -0.39)
H (-1.34, 2.42, 0.10)
N (1.37, -0.20, -0.26)
S (-0.20, 1.82, -0.02)
S (-2.56, 0.05, -0.13)

SMILES string   NCC(=S)S
LUMO   -0.024 eV
HOMO-LUMO gap   8.5 eV

---

## b
The following is a DFT calculation (ωB97M-V/def2-TZVPD) of an isolated molecule of C2H5NS2.

Geometry (Å):
C (0.49, 0.11, 0.02)
C (0.55, -1.17, -0.84)
N (-1.36, 1.85, 0.58)
S (0.88, 0.08, 1.87)
S (-1.07, 0.36, 0.87)
H (0.79, 1.02, -0.48)
H (-0.45, -1.38, -1.23)
H (0.87, -1.95, -0.25)
H (1.36, -1.15, -1.68)
H (-2.05, 2.24, 1.14)

LUMO   0.014 eV
HOMO-LUMO gap   8.9 eV

---

Most stable pick: a. Distance to second place: 31.9 kcal/mol.